Entry 1:
DFT (ωB97M-V with the def2-TZVPD basis set) results for C24H26N4ReSi as an isolated structure at a distorted geometry.

Results
Energy = -41257.5308 eV
Expectation value of S² = 3.788
Net charge = +2
Frontier orbital gap (spin up / spin down) = 5.78 / 1.91 eV
2S+1 = 4
Strongest force on any atom = 8.0 eV/Å

The geometry in XYZ format:
```
56
Properties=species:S:1:pos:R:3:lowdin_spin:R:1
C -0.856 -1.432 1.752 0.073
C 0.530 -1.618 1.404 0.025
C 1.301 -0.571 2.047 0.037
H 0.958 -2.456 0.843 0.001
C 0.396 0.223 2.828 0.083
C -0.938 -0.270 2.623 0.050
H -1.820 0.065 3.135 0.004
H -1.705 -2.037 1.408 0.016
H 2.384 -0.487 2.111 0.002
H 0.652 1.043 3.529 0.007
Re -0.110 0.277 0.766 1.469
C 1.567 0.518 -3.145 -0.002
H 2.547 0.987 -2.930 0.000
H 0.834 1.251 -3.526 0.000
H 1.738 -0.136 -4.015 0.000
Si 0.742 -0.251 -1.688 0.012
C -0.500 -1.652 -2.136 0.022
C -0.701 -2.907 -1.547 0.009
H -0.056 -3.232 -0.728 0.000
C -1.725 -3.759 -2.004 -0.001
H -1.816 -4.760 -1.558 0.000
C -2.563 -3.355 -3.053 0.008
H -3.351 -4.030 -3.407 0.000
C -2.417 -2.070 -3.598 -0.001
H -3.074 -1.749 -4.413 0.000
C -1.376 -1.241 -3.146 0.009
H -1.225 -0.240 -3.570 0.000
C 2.384 -1.160 -1.141 0.001
C 2.700 -2.448 -1.592 0.001
H 1.951 -3.072 -2.086 0.000
C 4.009 -2.979 -1.422 0.001
H 4.255 -4.005 -1.739 0.000
C 5.039 -2.193 -0.860 0.002
H 6.044 -2.606 -0.663 0.000
C 4.727 -0.904 -0.388 0.000
H 5.487 -0.279 0.099 0.000
C 3.420 -0.415 -0.560 0.001
H 3.164 0.587 -0.227 -0.001
H 1.121 1.092 0.022 0.028
H -0.475 0.608 -1.082 0.011
N -2.513 3.789 3.538 0.038
C -2.092 3.832 4.850 0.273
C -0.961 3.042 4.905 0.168
N -0.678 2.590 3.641 0.058
C -1.597 3.073 2.805 0.127
C -1.794 2.914 1.359 0.044
N -1.464 1.904 0.533 0.075
C -2.082 2.131 -0.702 0.127
C -2.759 3.326 -0.639 0.133
N -2.672 3.716 0.689 0.064
H -3.331 4.277 3.202 -0.001
H -2.623 4.342 5.633 0.010
H -0.321 2.784 5.733 0.004
H -1.995 1.495 -1.551 0.006
H -3.334 3.859 -1.361 0.005
H -3.026 4.590 1.022 0.001
```



Entry 2:
DFT (ωB97M-V with the def2-TZVPD basis set) results for a 2-piece molecular cluster, C2H2OS2 overall at a distorted geometry.

Results
SMILES = O=C=C=S.S
Energy = -25821.4779 eV
Net charge = 0
Frontier orbital gap (spin up / spin down) = 6.58 / 6.58 eV
Strongest force on any atom = 1.6 eV/Å

The geometry in XYZ format:
```
7
Properties=species:S:1:pos:R:3:lowdin_charge:R:1
O 1.023 2.852 -0.195 0.157
C 1.176 1.755 -0.592 -0.282
C 1.216 0.603 -1.155 -0.620
S 1.229 -0.892 -1.726 0.730
S -1.430 -0.811 1.194 0.492
H -1.473 -1.778 0.344 -0.267
H -1.741 -1.728 2.129 -0.209
```



Entry 3:
DFT (ωB97M-V with the def2-TZVPD basis set) results for C3H3N2O2 as an isolated structure at a distorted geometry.

Results
Energy = -10233.1406 eV
Net charge = -1
Frontier orbital gap (spin up / spin down) = 6.68 / 6.68 eV
Strongest force on any atom = 5.8 eV/Å

The geometry in XYZ format:
```
10
Properties=species:S:1:pos:R:3:lowdin_charge:R:1
C -1.345 1.243 -0.066 -0.437
C -0.026 0.867 -0.211 -0.223
C 2.102 -1.345 -0.125 -0.560
N -2.068 0.210 -0.108 -0.018
N 0.752 0.013 0.280 0.028
O 1.884 -2.035 0.855 -0.013
O 2.801 -1.166 -1.084 0.037
H -1.556 2.299 -0.244 0.071
H -3.077 0.518 -0.405 0.039
H 0.534 -0.604 1.108 0.077
```



Entry 4:
DFT (ωB97M-V with the def2-TZVPD basis set) results for an isolated ion of composition CH2O5P and charge -1 at a distorted geometry.

Results
SMILES = O=C([O-])OP(O)O
Energy = -20599.6179 eV
Net charge = -1
Frontier orbital gap = 8.94 eV
Strongest force on any atom = 2.3 eV/Å

The geometry in XYZ format:
```
9
Properties=species:S:1:pos:R:3:lowdin_charge:R:1
O 0.225 -0.831 2.886 0.007
C -0.842 -0.986 2.371 -0.719
O -1.995 -0.981 2.593 0.065
O -0.579 -1.181 0.690 -0.390
P 0.699 -0.881 -0.172 0.596
O -0.058 -1.110 -1.611 -0.347
O 0.679 0.808 -0.244 -0.335
H -0.930 -0.586 -1.469 0.082
H 1.455 1.061 0.337 0.039
```



Entry 5:
DFT (ωB97M-V with the def2-TZVPD basis set) results for a 2-piece molecular cluster, C4H13NO overall at a distorted geometry.

Results
SMILES = CNC(C)C.O
Energy = -7895.4939 eV
Net charge = 0
Frontier orbital gap = 9.66 eV
Strongest force on any atom = 1.9 eV/Å

The geometry in XYZ format:
```
19
Properties=species:S:1:pos:R:3:lowdin_charge:R:1
C -0.172 -1.668 -0.056 -0.131
N -0.570 -0.506 -0.859 -0.112
C 0.223 0.727 -0.669 -0.439
C 1.623 0.574 -1.317 -0.075
C 0.355 1.127 0.804 -0.040
H -0.904 -1.840 0.733 0.063
H 0.805 -1.464 0.385 0.071
H -0.008 -2.581 -0.623 0.078
H -0.603 -0.751 -1.838 0.093
H -0.329 1.384 -1.339 0.126
H 2.219 1.405 -0.942 0.075
H 1.510 0.506 -2.400 0.071
H 2.073 -0.392 -1.111 0.065
H 1.345 0.831 1.153 0.083
H -0.294 0.414 1.320 0.030
H 0.063 2.152 0.996 0.089
O -2.518 0.194 2.244 -0.065
H -3.184 -0.129 1.629 0.040
H -1.633 0.015 1.889 -0.022
```



Entry 6:
DFT (ωB97M-V with the def2-TZVPD basis set) results for one molecule with the formula C3H6O2S at a distorted geometry.

Results
Energy = -18134.5372 eV
Net charge = 0
Frontier orbital gap (spin up / spin down) = 8.22 / 8.23 eV
Strongest force on any atom = 5.0 eV/Å

The geometry in XYZ format:
```
12
Properties=species:S:1:pos:R:3:lowdin_charge:R:1
C 1.171 -1.053 -1.129 -0.280
C 0.187 0.573 0.165 -0.556
C -1.289 0.369 0.363 -0.230
O 0.574 1.867 -0.097 -0.018
O -1.602 -0.971 0.762 -0.081
S 1.484 -0.590 0.573 0.818
H 0.926 -2.032 -1.288 -0.028
H 1.826 -0.471 -1.723 -0.010
H -2.042 0.485 -0.405 0.128
H -1.561 1.093 1.148 0.128
H 1.124 2.150 0.658 0.116
H -0.797 -1.421 0.973 0.013
```



- Which formula does entry 5 have?
  C4H13NO



- Look up the net charge of the third one.
  -1



- The highest energy belongs to which entry?
  C4H13NO